70
Properties=species:S:1:pos:R:3:lowdin_charge:R:1 method="wB97M-V/def2-TZVPD" energy_ev=-94044.2261 max_force_ev_per_a=5.6 orbital_gap_ev="8.01 / 7.64" e_lumo_ev="-0.280 / -0.780" s2=6.126 total_charge=0 spin_multiplicity=5
Cr -0.334 -1.674 -5.595 -0.084
C -0.801 1.199 -1.033 -0.112
C -1.511 1.251 -2.163 -0.082
C -1.134 1.874 -3.503 -0.201
C 0.028 1.253 -4.292 -0.219
C 1.407 1.589 -3.780 -0.093
C 1.721 1.989 -2.548 -0.088
C 0.945 2.929 -1.658 -0.200
C 0.131 2.264 -0.527 -0.190
C 0.626 -2.112 -3.776 -0.244
H -0.870 0.316 -0.398 0.103
H -2.422 0.634 -2.261 0.106
H -0.925 2.947 -3.415 0.106
H -2.009 1.752 -4.159 0.063
H -0.078 0.116 -4.363 0.037
H -0.023 1.621 -5.331 0.090
H 2.208 1.381 -4.501 0.090
H 2.760 1.888 -2.196 0.107
H 0.256 3.563 -2.229 0.094
H 1.658 3.622 -1.188 0.112
H 0.819 1.817 0.203 0.107
H -0.458 3.040 -0.015 0.116
H -0.017 -1.696 -2.980 0.002
H 1.642 -1.733 -3.623 -0.011
H 0.615 -3.220 -3.760 -0.026
P 1.509 -1.294 -6.813 1.054
P -2.008 -0.348 -6.599 1.084
N 2.934 -0.221 -7.053 -0.219
N 2.151 -2.634 -7.805 -0.219
N -2.152 1.336 -7.393 -0.210
N -3.643 -0.834 -7.221 -0.231
C 0.393 -0.437 -8.035 -0.358
C -0.993 -1.083 -7.953 -0.425
C 4.038 -0.028 -6.217 -0.136
C 4.941 0.832 -6.850 -0.085
C 4.374 1.182 -8.116 -0.080
C 3.160 0.520 -8.210 -0.165
C 2.358 -3.957 -7.414 -0.136
C 2.880 -4.675 -8.491 -0.084
C 2.982 -3.766 -9.600 -0.076
C 2.511 -2.529 -9.149 -0.138
C -2.302 2.565 -6.754 -0.142
C -2.322 3.590 -7.699 -0.078
C -2.208 2.968 -8.985 -0.083
C -2.123 1.603 -8.765 -0.181
C -4.548 -0.203 -8.090 -0.137
C -5.470 -1.138 -8.555 -0.087
C -5.119 -2.393 -7.966 -0.092
C -3.990 -2.187 -7.188 -0.162
H 0.749 -0.482 -9.069 0.075
H 0.359 0.629 -7.753 0.086
H -1.581 -0.949 -8.856 0.086
H -0.929 -2.183 -7.788 0.027
H 4.077 -0.520 -5.257 0.105
H 5.883 1.185 -6.459 0.091
H 4.789 1.826 -8.878 0.095
H 2.442 0.553 -9.010 0.087
H 2.083 -4.274 -6.423 0.092
H 3.153 -5.725 -8.494 0.094
H 3.355 -3.986 -10.590 0.092
H 2.371 -1.614 -9.692 0.082
H -2.456 2.624 -5.687 0.081
H -2.402 4.647 -7.494 0.092
H -2.195 3.458 -9.952 0.097
H -2.078 0.810 -9.502 0.106
H -4.492 0.852 -8.315 0.097
H -6.285 -0.937 -9.240 0.093
H -5.630 -3.338 -8.101 0.094
H -3.396 -2.884 -6.615 0.046
Cl -0.970 -3.790 -5.906 0.085

---

83
Properties=species:S:1:pos:R:3:lowdin_charge:R:1 method="wB97M-V/def2-TZVPD" energy_ev=-101202.1004 max_force_ev_per_a=1.8 orbital_gap_ev=8.28 e_lumo_ev=-0.407 total_charge=0 spin_multiplicity=1
K 0.926 0.521 -0.197 0.922
C -2.228 -0.106 4.644 -0.038
N -1.317 -0.569 3.627 -0.133
C -0.559 -1.743 3.995 -0.016
C -1.091 -0.023 2.422 -0.427
O -0.388 -0.551 1.580 -0.033
C -1.732 1.328 2.121 -0.118
O -1.039 1.825 1.011 -0.195
C -1.404 3.129 0.674 -0.117
C -0.533 3.537 -0.511 -0.417
O 0.283 2.759 -0.965 -0.018
N -0.749 4.762 -1.024 -0.149
C -1.622 5.769 -0.473 -0.044
C -0.103 5.130 -2.267 -0.022
H -2.880 -0.934 4.937 0.098
H -2.853 0.709 4.295 0.086
H -1.675 0.214 5.533 0.082
H -1.219 -2.596 4.157 0.097
H 0.003 -1.541 4.908 0.092
H 0.132 -1.955 3.185 0.092
H -1.626 2.014 2.972 0.116
H -2.799 1.193 1.893 0.149
H -1.253 3.807 1.530 0.136
H -2.463 3.176 0.375 0.150
H -1.864 5.568 0.565 0.079
H -2.552 5.841 -1.046 0.099
H -1.118 6.736 -0.523 0.097
H 0.408 4.252 -2.654 0.093
H 0.619 5.933 -2.103 0.098
H -0.859 5.465 -2.981 0.096
O 6.704 0.995 -0.247 0.112
C 6.570 0.764 1.037 -0.524
O 7.517 0.597 1.772 0.066
C 5.176 0.759 1.571 -0.043
C 4.808 0.972 2.890 -0.571
Cl 5.782 1.321 4.233 0.811
N 3.451 0.941 2.955 -0.081
N 2.931 0.697 1.742 0.126
C 3.935 0.568 0.905 -0.121
C 3.689 0.210 -0.552 -0.640
O 4.447 0.748 -1.381 0.023
O 2.756 -0.565 -0.780 -0.151
C 2.603 1.127 4.054 -0.192
C 1.447 1.880 3.872 -0.004
C 0.584 2.077 4.933 -0.094
C 0.862 1.519 6.170 -0.100
C 2.001 0.751 6.341 -0.075
C 2.876 0.545 5.288 -0.033
H 5.818 0.985 -0.772 0.065
H 1.253 2.303 2.897 0.114
H -0.305 2.677 4.799 0.100
H 0.195 1.684 7.003 0.103
H 2.207 0.313 7.306 0.107
H 3.757 -0.064 5.414 0.095
C -2.856 -3.215 -7.649 -0.125
C -3.072 -4.021 -6.385 -0.281
S -1.921 -3.353 -5.134 0.667
O -0.590 -3.397 -5.678 -0.320
O -2.414 -2.079 -4.689 -0.294
C -1.972 -4.521 -3.723 -0.186
C -0.871 -4.155 -2.731 -0.136
N -1.003 -2.804 -2.246 0.043
C -0.257 -1.733 -2.600 -0.321
N -0.691 -0.629 -2.011 0.090
C -1.726 -0.971 -1.247 -0.041
C -1.959 -2.331 -1.362 -0.144
N -2.930 -3.075 -0.708 -0.338
O -3.608 -2.490 0.124 0.075
O -3.071 -4.261 -0.986 0.052
C 0.918 -1.770 -3.483 0.022
H -3.545 -3.521 -8.433 0.081
H -1.835 -3.352 -7.996 0.076
H -3.005 -2.160 -7.435 0.080
H -2.829 -5.071 -6.522 0.098
H -4.074 -3.904 -5.985 0.101
H -1.799 -5.516 -4.122 0.109
H -2.956 -4.459 -3.267 0.093
H 0.096 -4.241 -3.229 0.129
H -0.917 -4.847 -1.882 0.136
H -2.282 -0.267 -0.664 0.121
H 0.659 -2.173 -4.462 0.061
H 1.703 -2.379 -3.038 0.101
H 1.297 -0.759 -3.585 0.100